{"formula": "C3Cl6", "method": "ωB97M-V with the def2-TZVPD basis set", "total_energy_ha": -2875.3393, "lumo_energy_ev": -1.0, "relative_energy_kj_mol": 167.0, "elements": ["C", "C", "C", "Cl", "Cl", "Cl", "Cl", "Cl", "Cl"], "positions_angstrom": [[-1.787, 0.208, -0.293], [-1.049, -0.165, 0.759], [2.384, 0.213, -0.804], [-2.022, 1.846, -0.711], [-0.284, 0.976, 1.779], [-0.801, -1.809, 1.161], [3.586, 1.103, -0.053], [-2.533, -0.940, -1.325], [2.504, -1.431, -0.513]]}



{"formula": "C3Cl6S", "method": "ωB97M-V with the def2-TZVPD basis set", "total_energy_ha": -3273.5234, "lumo_energy_ev": [-2.8, -2.8], "relative_energy_kj_mol": 136.8, "elements": ["C", "C", "C", "S", "Cl", "Cl", "Cl", "Cl", "Cl", "Cl"], "positions_angstrom": [[0.030, 0.125, 0.449], [0.486, -1.259, 0.633], [-0.710, 0.691, -0.630], [0.091, -0.288, 2.100], [1.827, 1.856, 0.397], [2.175, -1.700, 0.258], [-0.556, -2.613, 0.133], [-1.127, 2.377, -0.239], [0.230, 0.748, -2.067], [-2.444, 0.063, -1.033]]}



{"formula": "C3CoO4", "method": "ωB97M-V with the def2-TZVPD basis set", "multiplicity": 5, "total_energy_ha": -1797.8327, "charge": -1, "lumo_energy_ev": [2.9, 2.6], "s2": 6.10, "elements": ["C", "C", "O", "O", "Co", "O", "C", "O"], "positions_angstrom": [[-0.912, 1.624, -0.752], [-0.136, 2.503, -1.222], [0.978, 2.931, -1.823], [1.645, 2.220, 0.633], [0.972, 4.189, -0.396], [3.044, 0.431, -0.131], [2.131, 1.027, 0.254], [-0.669, 0.339, -0.151]]}



{"formula": "C3CoO9Zn", "method": "ωB97M-V with the def2-TZVPD basis set", "multiplicity": 4, "total_energy_ha": -3953.3603, "charge": -2, "lumo_energy_ev": [4.7, 4.8], "relative_energy_kj_mol": 0.0, "s2": 3.80, "elements": ["Co", "Zn", "C", "O", "O", "O", "C", "O", "O", "O", "C", "O", "O", "O"], "positions_angstrom": [[-0.199, 0.326, 2.429], [0.385, 0.529, -0.537], [0.237, 2.536, 1.098], [1.144, 2.274, 0.192], [0.358, 2.343, 2.363], [-0.683, 1.724, 0.788], [-0.945, -0.630, -2.519], [-1.362, -0.291, -1.355], [0.310, -0.323, -2.447], [-1.237, -1.846, -2.865], [0.638, -1.892, 0.902], [1.190, -0.705, 0.951], [0.688, -2.719, -0.027], [-0.523, -1.326, 1.026]]}